Entry from OMol25: a 2-piece molecular cluster, C4H12NS2 overall at a distorted geometry (ωB97M-V/def2-TZVPD).

The geometry in XYZ format:
```
19
Properties=species:S:1:pos:R:3:forces:R:3:lowdin_charge:R:1
N -3.042 -3.404 -1.108 -0.145 0.904 0.250 0.008
C 1.796 -0.469 0.935 1.525 -1.557 0.684 -0.478
C 2.705 -1.203 -0.041 -0.500 0.677 0.251 -0.109
C 1.831 0.964 1.150 -1.027 -0.563 -1.226 -0.317
S 0.193 0.586 0.061 1.183 -0.957 0.865 0.451
S -0.503 2.501 -0.044 -0.020 3.354 -0.376 0.357
C -2.173 3.300 -0.256 1.036 -0.666 -0.654 -0.423
H -2.490 -2.614 -0.794 -0.089 0.049 -0.013 -0.004
H -2.956 -4.109 -0.393 0.154 -0.410 -0.338 -0.002
H -2.684 -3.660 -2.014 0.090 -0.529 0.106 -0.002
H 1.392 -1.094 1.727 -0.070 0.210 -0.020 0.092
H 2.190 -1.577 -0.915 -0.500 -0.176 -0.176 0.064
H 3.140 -2.069 0.452 0.300 0.061 0.021 0.073
H 3.454 -0.532 -0.457 0.291 -0.031 0.246 0.075
H 1.763 1.410 2.147 -0.736 -0.311 -0.302 0.091
H 2.535 1.513 0.531 -0.179 -0.004 -0.156 0.076
H -2.998 2.667 0.050 -0.180 0.403 0.202 0.025
H -2.191 3.569 -1.318 -0.438 -0.315 0.246 0.013
H -1.961 4.219 0.287 -0.696 -0.139 0.389 0.008
```
Forces are in eV/Å.

For the total energy, the calculation gives -27499.440 eV. Its net charge is 0. The value obtained for the relative energy (zero: lowest compared OMol25 entry of this formula, charge and spin) is 2.3315 eV. For the HOMO energy (alpha / beta), the calculation gives -0.2625 / -0.2737 Ha. As for the HOMO-LUMO gap (alpha / beta): 7.71 / 6.86 eV. The spin multiplicity is 2.